[1]
Molecular formula: C7H20N2O4PS
Method: DFT, wB97M-V/def2-TZVPD

**Charge**: +1
**Energy relative to the best compared isomer or geometry (same formula, charge and spin)**: 138.2 kJ/mol
**Total energy**: -1428.52478 Eh
**Orbital gap**: 8.79 eV

```
35
Properties=species:S:1:pos:R:3:forces:R:3:lowdin_charge:R:1
C 2.795103 1.074344 2.565677 -1.5 0.0 -0.8 -0.068
C 2.358179 1.621392 1.145473 2.4 0.6 0.8 -0.268
O 1.572845 0.669897 0.385099 -3.3 1.3 -0.1 -0.237
P -0.055711 0.809894 0.757910 1.7 -0.9 1.9 0.647
O -0.205509 0.272742 2.174344 -0.7 0.6 -2.4 -0.331
C -0.908892 -0.291806 -0.510039 0.8 0.2 0.2 -0.234
C -2.231756 -0.913963 0.032896 0.0 1.2 -1.1 -0.431
S -1.964816 -2.185066 1.338649 -0.7 -0.9 -0.5 1.075
O -0.608891 2.362432 0.579750 0.9 -2.7 -0.1 -0.213
C -1.901609 2.567156 1.183327 -1.7 1.3 0.3 -0.276
C -3.070462 2.726641 0.160637 0.0 0.1 0.3 -0.072
H 2.618496 -0.026634 2.533861 0.5 0.8 0.2 0.079
H 3.846746 1.324178 2.808264 -0.8 -0.1 -0.2 0.081
H 2.069505 1.486244 3.299450 0.8 -0.3 -0.2 0.072
H 3.303896 1.770928 0.568615 -1.0 -0.2 0.1 0.122
H 1.877537 2.625299 1.208739 0.1 -0.9 -0.1 0.115
H -1.067999 0.336487 -1.421281 -0.3 -0.6 0.7 0.119
H -0.217064 -1.110516 -0.834988 -0.4 0.7 0.4 0.087
H -2.926562 -0.115623 0.371332 0.5 -0.7 0.2 0.079
H -2.733077 -1.431869 -0.819792 0.4 0.0 0.9 0.108
H -2.914829 -1.891342 2.299203 1.2 0.3 -0.3 0.028
H -0.707869 -2.050655 1.887972 -0.8 0.9 0.2 0.020
H -2.194382 1.796013 1.928574 0.7 0.2 -0.5 0.106
H -1.831459 3.526969 1.750702 0.1 -0.8 -0.4 0.136
H -2.996780 3.653449 -0.443847 0.2 -0.6 0.3 0.087
H -4.006880 2.824603 0.766284 0.7 -0.2 -0.5 0.094
H -3.195415 1.863946 -0.535870 0.2 0.6 0.5 0.063
C 1.647386 -3.240445 -2.850966 -0.1 -0.4 0.0 -0.693
O 1.017733 -4.011256 -2.138248 0.0 0.3 0.0 0.008
N 1.906824 -3.496620 -4.159840 -0.1 -0.1 -0.1 0.158
N 2.136865 -2.058424 -2.381389 -0.1 0.4 0.2 0.149
H 2.420276 -2.878365 -4.758867 0.0 0.0 0.0 0.099
H 1.558972 -4.360432 -4.535279 0.0 0.0 0.0 0.111
H 1.956443 -1.845893 -1.417972 0.2 0.0 0.0 0.081
H 2.653156 -1.403705 -2.938381 0.0 0.0 0.0 0.099
```
Positions in Å, forces in eV/Å.


[2]
Molecular formula: C19H25ClN7O4Te4Ti
Method: DFT, wB97M-V/def2-TZVPD

**Charge**: -1
**Energy relative to the best compared isomer or geometry (same formula, charge and spin)**: 112.1 kJ/mol
**Total energy**: -3805.25680 Eh
**Orbital gap (alpha / beta)**: 5.20 / 6.27 eV
**2S+1**: 3
**⟨S²⟩**: 2.021

```
61
Properties=species:S:1:pos:R:3:forces:R:3:mulliken_spin:R:1
Ti -0.912287 -0.668860 -0.211836 -0.9 -1.2 -0.8 1.505
N -2.870536 2.559062 -1.060938 -0.1 0.3 -0.2 0.001
C -3.590370 1.694506 -1.991348 0.0 0.5 0.0 0.003
C -4.121565 0.448347 -1.341244 -0.3 -0.5 0.0 0.001
N -3.191017 -0.691680 -1.253222 0.2 -0.5 0.2 -0.023
C -3.171344 -1.528455 -2.467920 -0.1 0.2 0.1 0.006
C -1.995588 -1.190336 -3.363191 0.0 -0.3 0.0 -0.001
N -0.777957 -1.638788 -2.687502 0.2 0.1 0.2 -0.005
H -1.898434 2.275236 -0.990321 -0.1 0.0 -0.1 0.004
H -2.882063 3.503268 -1.425140 0.1 0.0 0.1 0.001
H -4.469005 2.245031 -2.343399 0.1 0.1 0.0 0.000
H -3.013748 1.434026 -2.883541 0.1 0.0 -0.1 -0.001
H -4.464245 0.686091 -0.334297 0.1 0.1 0.0 -0.001
H -5.001568 0.129036 -1.917220 0.0 -0.1 0.0 0.001
H -3.529711 -1.273738 -0.483410 0.0 0.0 -0.1 -0.005
H -3.075691 -2.569101 -2.147578 0.0 0.0 0.0 -0.001
H -4.108887 -1.441652 -3.029570 0.0 0.1 0.0 0.000
H -2.144439 -1.662599 -4.342511 0.1 0.0 0.0 0.000
H -1.901503 -0.122020 -3.523262 -0.1 0.1 0.0 0.001
H -0.732245 -2.652764 -2.694542 0.1 0.1 0.1 0.003
H 0.040987 -1.274943 -3.164252 0.0 -0.1 0.0 0.002
Te -2.197062 0.681551 1.707350 -0.3 0.0 1.1 -0.029
Te -2.904887 -1.435072 3.322771 0.0 0.1 -0.1 0.036
Te -3.448803 -3.353769 1.487623 -0.1 0.0 0.0 0.020
Te -1.073269 -3.493596 0.169945 -0.1 -0.2 0.4 -0.031
O 3.266916 0.846810 -3.662720 -0.6 0.3 -0.2 0.000
C 3.808340 0.169472 -2.670419 -0.4 -0.3 0.8 -0.002
O 4.970403 -0.161879 -2.676315 -0.1 0.1 -0.1 0.004
C 2.901844 -0.202556 -1.514521 -0.2 0.5 -0.9 0.002
C 3.296300 -0.887796 -0.409953 0.4 -0.2 0.7 0.039
Cl 4.873821 -1.297006 0.092080 0.0 0.0 -0.1 0.002
N 2.241982 -1.086219 0.426028 -0.5 -0.3 0.3 0.064
N 1.112092 -0.530501 -0.102523 0.6 0.1 -1.2 0.106
C 1.503190 0.038801 -1.296335 0.5 -0.1 0.5 0.136
C 0.509480 0.785777 -2.022356 -0.9 0.5 0.3 0.092
O 0.717010 1.335560 -3.124607 0.5 -0.1 -0.2 0.104
O -0.662212 0.845610 -1.419693 1.2 0.5 -0.7 -0.074
C 2.116374 -1.807827 1.652400 0.1 0.4 -0.5 -0.037
C 2.848245 -2.956679 1.893985 0.0 -0.4 0.2 0.019
C 2.646987 -3.643905 3.084260 0.0 0.1 -0.1 -0.006
C 1.718951 -3.190699 4.012060 0.0 0.0 0.0 0.014
C 0.985083 -2.045888 3.743280 0.0 0.1 -0.1 -0.011
C 1.179550 -1.347381 2.559503 -0.1 0.0 0.4 0.013
H 2.284782 1.082844 -3.524457 0.3 -0.2 0.2 -0.001
H 3.539127 -3.344070 1.160291 0.0 0.0 0.0 0.002
H 3.204121 -4.553429 3.268022 0.0 0.0 0.0 0.000
H 1.555110 -3.740860 4.929709 0.0 0.0 0.0 0.001
H 0.235064 -1.686332 4.435101 0.0 -0.1 0.0 0.000
H 0.596896 -0.457341 2.349128 0.0 0.0 0.0 0.035
C 1.131260 2.069295 3.724548 0.0 0.0 0.0 0.003
C 1.222185 2.749376 2.399312 -0.1 0.0 0.4 -0.001
N 0.771514 2.278107 1.270989 0.3 0.3 -0.4 0.003
C 1.060384 3.243013 0.325530 -0.1 -0.1 -0.2 0.003
C 1.679218 4.308397 0.898226 0.0 -0.1 0.2 0.004
N 1.776241 3.982297 2.238436 0.1 0.1 -0.1 0.000
H 0.141277 1.622984 3.824302 0.0 0.0 0.0 0.000
H 1.290351 2.771224 4.544172 0.0 0.0 0.0 0.000
H 1.869701 1.269672 3.807923 0.0 0.0 0.0 0.000
H 0.802343 3.109944 -0.714904 0.0 0.0 0.1 -0.001
H 2.052800 5.234637 0.501891 0.0 0.0 0.0 0.000
H 2.188506 4.537769 2.966185 0.0 0.0 0.0 0.000
```
Positions in Å, forces in eV/Å.


[3]
Molecular formula: C41H76Br16ClFN5O3P2S
Method: DFT, wB97M-V/def2-TZVPD

**Charge**: +1
**Total energy**: -44931.73701 Eh
**Orbital gap**: 4.33 eV

```
146
Properties=species:S:1:pos:R:3:forces:R:3:lowdin_charge:R:1
C 2.960486 3.815320 2.698118 -0.5 -0.7 -0.1 -0.246
C 2.847077 3.431416 1.319319 -1.8 0.6 1.4 -0.244
C 3.377972 2.087892 0.696699 1.0 0.1 -1.8 -0.166
C 2.251142 1.009628 0.437864 0.3 0.4 1.9 -0.409
P 0.795192 2.192656 0.414923 0.2 1.8 1.5 1.115
C 0.257846 2.957104 -1.176147 -0.4 0.2 -2.1 -0.371
C 0.932881 4.325930 -1.600589 -1.0 0.0 1.1 -0.180
C -0.726548 1.740337 1.367513 -1.6 0.0 -0.3 -0.393
C -1.185630 3.035140 2.185411 0.3 0.2 -0.9 -0.128
C 2.155054 0.024096 1.677513 0.2 -0.5 1.1 -0.602
Cl 1.829403 0.875876 3.262082 -0.1 -0.5 -1.2 0.751
N 3.453434 -0.575234 1.883387 0.0 0.8 -1.6 -0.095
C 4.070752 -1.335722 0.805620 0.8 0.6 0.9 -0.442
C 5.624952 -1.367133 1.233268 0.4 -0.4 -0.2 -0.140
C 5.931011 -2.183476 2.551864 1.1 -0.9 -0.1 -0.118
C 7.138529 -1.580899 3.373354 0.0 -0.4 -0.4 -0.483
O 7.041944 -0.640532 4.093148 -0.3 0.1 0.0 0.142
O 8.363699 -2.216165 3.269504 -1.1 0.2 -0.7 0.093
P 3.543109 -3.157117 1.031689 -1.8 0.4 3.9 0.247
S 2.510718 -3.487834 2.676334 -0.1 0.6 -0.3 0.190
C 3.851252 -0.686167 -0.654911 3.7 -0.7 -1.7 -0.300
N 3.976711 -1.673086 -1.743203 -1.0 0.1 1.2 0.081
C 5.167240 0.132943 -1.073669 1.7 1.2 0.0 -0.210
N 5.127391 0.807527 -2.390448 -0.6 0.2 0.5 0.010
N 2.527152 0.102953 -0.731282 -1.0 -0.9 0.2 -0.083
F 2.474905 0.939666 -1.845058 0.7 0.1 -0.1 0.057
C 1.478249 -0.914517 -1.082810 -2.2 -1.5 -1.2 -0.114
C -0.034511 -0.675608 -0.845181 -0.8 -0.3 -0.2 -0.144
C -0.804858 -1.876861 -1.589278 1.4 -0.1 0.1 -0.205
N -1.691277 -2.640404 -0.711388 -0.2 0.8 -1.0 -0.052
C -3.077421 -2.777710 -1.200239 -1.1 -0.4 0.2 -0.168
C -4.116840 -1.938913 -0.401828 -1.0 0.3 0.6 -0.123
C -4.323682 -0.502167 -0.619460 -1.2 -1.0 1.4 -0.044
C -5.334863 0.223154 0.130151 -0.2 -1.5 0.5 -0.082
C -6.176002 -0.472293 1.102964 2.0 -1.6 -1.1 -0.089
C -5.948195 -1.893283 1.323928 0.6 1.2 -0.8 -0.048
C -4.934745 -2.631467 0.582707 -0.6 2.3 -0.1 -0.231
O -4.777443 -4.000806 0.832567 -0.2 2.1 -0.4 -0.147
H 3.873437 4.285214 3.142813 -1.1 -0.3 -0.8 -0.049
H 2.048325 3.643718 3.324951 1.2 0.1 -0.4 0.000
H 2.450783 4.251471 0.646181 1.2 -1.1 -0.5 0.009
H 4.238277 1.717158 1.295186 -0.9 0.1 -0.1 0.117
H 3.805393 2.375925 -0.315313 -0.4 -0.2 0.9 0.113
H -0.844533 3.186634 -1.091231 1.0 -0.4 0.4 0.098
H 0.324101 2.293043 -2.087653 -0.1 0.3 1.1 0.077
H 1.967584 4.226478 -1.996818 -0.8 0.1 0.4 0.065
H 0.881963 4.989104 -0.691310 0.5 -0.4 -1.0 0.075
H 0.246488 4.816722 -2.342663 0.9 -0.6 0.5 0.061
H -1.561545 1.548720 0.631144 0.9 -0.1 0.6 0.074
H -0.668852 0.830074 2.008181 0.4 0.8 -0.5 0.062
H -0.306913 3.697023 2.414587 -0.8 -0.7 0.2 0.061
H -1.773954 2.769419 3.094251 0.6 0.2 -0.7 0.084
H -1.839293 3.643429 1.501530 0.5 -0.5 0.7 0.076
H 1.352246 -0.750218 1.603543 0.4 0.7 -0.3 0.088
H 3.639694 -0.886920 2.829202 -0.2 -0.1 -0.2 0.078
H 6.013487 -0.329197 1.416171 -0.6 -0.9 -0.5 0.131
H 6.206996 -1.890743 0.423872 -0.5 0.8 0.7 0.123
H 5.077455 -2.336493 3.251993 0.6 0.3 -0.5 0.088
H 6.272663 -3.215065 2.250231 -0.6 0.8 0.3 0.107
H 8.376890 -2.784791 2.481313 0.0 0.0 0.4 0.106
H 4.664542 -4.117276 1.081914 -1.1 2.8 1.5 -0.125
H 2.713250 -3.675582 -0.007707 0.2 0.9 0.3 -0.086
H 3.538549 -2.568230 -1.575243 -0.3 0.2 -0.2 0.001
H 3.715753 -1.272095 -2.642447 0.4 -0.1 0.2 0.101
H 6.005620 -0.595128 -1.238350 -1.3 0.2 0.8 0.126
H 5.551965 0.841925 -0.306215 -0.7 -0.5 -0.3 0.108
H 6.005926 0.697307 -2.894580 -0.3 0.0 0.3 0.086
H 4.993309 1.804411 -2.224566 0.0 -0.2 -0.4 0.068
H 1.664367 -1.936864 -0.655859 0.3 1.3 0.0 0.117
H 1.534521 -1.069064 -2.196483 0.5 0.3 1.2 0.149
H -0.281930 -0.771370 0.236497 0.1 0.4 -0.8 0.093
H -0.466743 0.255463 -1.300123 0.8 -0.6 0.8 0.102
H -0.006992 -2.586120 -1.976603 -0.7 0.6 0.2 0.112
H -1.300627 -1.467749 -2.507911 0.1 -0.4 0.9 0.122
H -1.670609 -2.331035 0.256166 -0.1 0.0 -0.3 0.108
H -3.353807 -3.863230 -1.117489 0.1 1.0 0.0 0.114
H -3.182266 -2.531300 -2.291887 0.5 -0.1 1.0 0.124
H -3.713161 0.032422 -1.380380 -0.5 -0.5 0.6 0.098
H -5.527821 1.313788 -0.014273 0.4 -1.1 -0.1 0.098
H -6.984227 0.019225 1.686308 1.2 -0.5 -1.0 -0.070
H -6.601174 -2.433673 2.057412 1.2 0.9 -1.0 -0.028
H -4.503417 -4.055519 1.768787 -0.2 -0.1 -0.4 -0.033
Br 4.434045 -4.834940 -0.548750 2.5 -5.0 -4.8 0.837
C 5.627555 -6.147539 -1.399144 -0.2 0.0 -0.8 -0.578
C 4.860904 -7.341653 -1.911845 0.1 -0.4 0.1 -0.692
Br 4.359378 -8.533109 -0.456826 -0.1 0.1 0.0 0.640
H 6.383747 -6.407170 -0.661654 -0.2 0.0 0.0 0.060
H 6.098988 -5.611521 -2.224109 0.0 -0.1 0.0 0.065
H 5.484267 -7.943794 -2.572107 0.0 0.1 0.0 0.061
H 3.944371 -7.072199 -2.431956 0.1 0.1 0.0 0.053
Br -3.149004 -5.545348 2.591286 0.5 -0.5 0.4 0.746
C -4.381393 -6.553243 1.466352 -0.1 -0.3 0.1 -0.649
C -4.125965 -8.034623 1.566086 0.1 -0.1 -0.2 -0.673
Br -2.551991 -8.552669 0.542021 0.0 0.0 0.1 0.608
H -4.275930 -6.166169 0.455474 0.1 -0.1 0.2 0.052
H -5.374925 -6.309045 1.842189 0.0 -0.1 0.0 0.050
H -4.949423 -8.595512 1.125467 0.0 0.1 0.0 0.062
H -3.965864 -8.374463 2.586785 0.0 0.1 -0.1 0.053
Br -10.971418 -0.984029 0.682424 0.1 -0.1 0.1 0.605
C -11.145490 -0.447662 2.547359 -0.2 0.0 -0.2 -0.685
C -10.633588 0.952981 2.766453 0.1 0.0 0.3 -0.665
Br -8.686013 0.994023 2.791914 -0.5 0.3 0.3 0.725
H -10.621086 -1.193018 3.141084 0.0 0.1 0.0 0.050
H -12.212288 -0.503115 2.761148 0.1 0.1 0.0 0.061
H -10.939706 1.324659 3.743736 0.0 -0.1 0.0 0.061
H -10.955503 1.653819 1.999856 0.0 -0.1 0.0 0.054
Br 4.502039 6.714268 3.922425 0.2 0.2 0.0 0.674
C 5.401735 7.727484 2.524502 0.0 0.1 0.5 -0.686
C 4.441106 8.107871 1.435183 0.1 0.1 -0.3 -0.677
Br 4.052870 6.581248 0.295031 -0.1 0.0 -0.1 0.647
H 6.230784 7.118002 2.172420 -0.1 0.1 -0.1 0.051
H 5.794432 8.615314 3.019226 0.0 0.0 -0.1 0.059
H 4.878769 8.856363 0.775245 0.0 -0.1 0.0 0.060
H 3.489280 8.475502 1.811242 0.1 -0.1 0.0 0.056
Br 1.932127 7.240445 -3.304501 0.0 0.0 0.0 0.630
C 1.057082 6.854309 -5.002179 0.3 0.0 0.0 -0.683
C 0.505491 8.107293 -5.631228 -0.3 0.0 0.1 -0.738
Br -1.140210 8.672507 -4.757189 0.1 0.0 0.0 0.613
H 0.295773 6.102789 -4.803255 0.0 0.1 0.0 0.043
H 1.834605 6.419892 -5.630211 0.0 0.1 0.0 0.059
H 0.227536 7.924920 -6.669353 0.1 -0.1 0.0 0.053
H 1.193889 8.950380 -5.586903 -0.2 -0.3 0.1 -0.054
Br -7.915994 -4.224483 2.296282 -0.7 -1.0 0.3 0.725
C -8.300808 -4.625586 0.430394 0.0 0.3 0.0 -0.646
C -9.634779 -5.308408 0.280178 0.0 -0.2 -0.1 -0.694
Br -9.534468 -7.182495 0.802162 0.0 0.1 0.1 0.610
H -7.469348 -5.219013 0.056766 -0.1 0.0 0.0 0.051
H -8.305790 -3.657889 -0.072501 0.0 0.0 0.0 0.065
H -9.942800 -5.320222 -0.764716 0.1 0.1 0.0 0.062
H -10.419225 -4.853459 0.880490 0.1 0.0 0.0 0.048
Br 0.493009 -8.492263 3.945386 0.0 0.1 0.0 0.600
C 0.376836 -7.575718 5.660377 -0.1 -0.3 -0.1 -0.692
C -0.681247 -6.504026 5.636335 0.0 0.3 0.2 -0.688
Br -0.066674 -4.923514 4.678572 -0.1 -0.1 0.0 0.561
H 1.369766 -7.192626 5.883829 -0.1 0.1 0.0 0.051
H 0.120095 -8.351414 6.381117 0.0 0.1 0.0 0.058
H -0.899651 -6.157438 6.646049 0.0 -0.1 0.0 0.060
H -1.605529 -6.823758 5.159451 0.1 0.0 0.0 0.028
Br 1.984245 10.937837 -6.970140 0.1 0.2 -0.1 0.679
C 1.109027 10.559992 -8.669547 0.3 0.0 0.0 -0.674
C 0.560257 11.815957 -9.294709 -0.4 0.0 -0.1 -0.697
Br -1.083927 12.381757 -8.418930 0.1 0.0 0.0 0.614
H 0.345313 9.810360 -8.473568 0.0 0.1 0.0 0.045
H 1.885679 10.125881 -9.298616 0.0 0.1 0.0 0.060
H 0.282835 11.637049 -10.332973 0.1 -0.1 0.1 0.059
H 1.250421 12.654952 -9.246971 0.0 -0.1 0.0 0.052
```
Positions in Å, forces in eV/Å.